#w
A molecular structure, C3H7NO4S. Source: the Open Molecules 2025 dataset; level of theory: the ωB97M-V functional and the def2-TZVPD basis.

charge	0
E_HOMO	-8.5818	eV
molar mass	153.159	g mol⁻¹
LUMO	0.677	eV
frontier orbital gap	9.26	eV

Cartesian coordinates (Å):
C  -1.721  0.110  0.588
C  0.448  1.670  -0.234
C  -2.250  -1.429  0.365
N  -0.564  0.567  -0.351
O  2.746  -0.997  0.624
O  0.960  -1.405  -0.928
O  1.692  1.051  -0.377
O  -1.380  -2.177  -0.171
S  1.216  -0.552  0.233
H  -2.652  0.791  0.657
H  -1.199  0.208  1.549
H  0.221  2.494  -0.930
H  0.449  2.049  0.810
H  3.264  -0.873  -0.090
H  -0.670  0.298  -1.266
H  -0.560  -1.805  -0.478

---

#x
C3H7NO4S in the gas phase. Source: the Open Molecules 2025 dataset; level of theory: the ωB97M-V functional and the def2-TZVPD basis.

charge	0
E_HOMO	-10.3191	eV
molar mass	153.159	g mol⁻¹
LUMO	0.403	eV
frontier orbital gap	10.72	eV
SMILES	CNS(=O)(=O)C(=O)OC

Cartesian coordinates (Å):
C  -1.178  1.457  0.333
C  -0.992  -2.193  0.525
C  0.942  2.118  -0.488
N  -1.395  -1.217  -0.510
O  -1.494  2.448  0.930
O  -3.189  -0.297  0.986
O  -2.906  0.585  -1.323
O  -0.064  1.137  -0.378
S  -2.347  0.044  -0.109
H  -1.649  -2.187  1.305
H  -0.946  -3.252  0.242
H  -0.065  -1.992  1.025
H  0.668  2.922  -1.136
H  1.688  1.423  -0.998
H  1.179  2.570  0.472
H  -0.691  -0.891  -1.279

---

It is #x that is most stable; the runner-up trails by 3.447 eV.

---

#w
A gas-phase ion, C5H16NSi (charge +1). Source: the Open Molecules 2025 dataset; level of theory: the ωB97M-V functional and the def2-TZVPD basis.

charge	+1
E_HOMO	-14.5477	eV
molar mass	118.276	g mol⁻¹
LUMO	-3.287	eV
frontier orbital gap	11.26	eV
SMILES	CC[C@H]([NH3+])[SiH](C)C

Cartesian coordinates (Å):
C  -2.869  -0.234  -0.211
C  2.653  0.764  -0.932
C  1.378  -0.502  1.726
C  -1.690  0.514  0.393
C  -0.318  0.419  -0.570
N  -0.255  -1.107  -0.831
Si  1.272  0.844  0.414
H  -2.898  -1.168  0.317
H  -3.024  -0.359  -1.326
H  -3.745  0.400  0.230
H  3.574  0.391  -0.548
H  2.248  0.328  -1.962
H  2.859  1.741  -1.321
H  0.459  -1.172  1.645
H  2.078  -1.320  1.480
H  1.620  -0.175  2.767
H  -1.736  1.576  0.409
H  -1.381  0.142  1.342
H  -0.452  0.980  -1.522
H  -1.311  -1.450  -0.775
H  0.182  -1.110  -1.787
H  0.224  -1.589  -0.116
H  1.131  2.087  1.179

---

#x
A gas-phase ion, C5H16NSi (charge +1). Source: the Open Molecules 2025 dataset; level of theory: the ωB97M-V functional and the def2-TZVPD basis.

charge	+1
E_HOMO	-14.4051	eV
molar mass	118.276	g mol⁻¹
LUMO	-3.482	eV
frontier orbital gap	10.92	eV
SMILES	CC[C@H]([NH3+])[SiH](C)C

Cartesian coordinates (Å):
C  -1.057  0.887  -2.618
C  2.054  0.865  0.627
C  1.545  -2.177  1.419
C  -0.741  1.201  -1.159
C  -0.674  -0.206  0.024
N  -1.997  -0.222  0.737
Si  0.816  -0.378  1.268
H  -2.145  0.847  -2.755
H  -0.455  0.087  -3.071
H  -0.684  1.763  -3.230
H  1.433  1.736  0.347
H  2.834  1.016  1.279
H  2.478  0.704  -0.296
H  0.890  -3.023  1.320
H  2.447  -2.459  0.822
H  2.063  -2.230  2.426
H  0.151  1.806  -1.197
H  -1.480  1.857  -0.756
H  -0.643  -1.051  -0.512
H  -2.756  -0.534  0.089
H  -1.809  -0.912  1.523
H  -2.301  0.685  1.190
H  0.030  -0.262  2.523

---

It is #w that is most stable; the runner-up trails by 0.356 eV.